# 1
Computed, not measured: a cluster of 2 separate species, C5H11FINO3 in total at a distorted geometry, with ωB97M-V with the def2-TZVPD basis set.

XYZ file:
```
22
C5H11FINO3 (ωB97M-V with the def2-TZVPD basis set)
C 0.733 0.353 0.911
C -0.649 1.048 0.469
F -0.591 1.162 -0.988
C -1.964 0.215 0.848
N -3.155 1.030 0.490
I -1.984 -0.131 3.001
O -1.987 -0.976 0.018
C -2.474 -2.117 0.748
O -3.678 -2.470 0.717
H 0.514 -0.723 1.221
H 1.241 0.884 1.786
H 1.510 0.327 0.052
H -0.703 2.118 0.890
H -3.747 1.191 1.320
H -3.666 0.531 -0.250
H -1.769 -2.763 1.379
C 3.956 -0.231 -2.173
O 3.307 0.743 -1.368
H 4.618 -0.824 -1.541
H 3.212 -0.885 -2.633
H 4.546 0.265 -2.948
H 2.729 1.254 -1.950
```

The orbital gap is 0.359 Ha. The total energy comes out at -23811.9468 eV. As for the SMILES: C[C@@H](F)[C@](N)(I)OC=O.CO. Its energy above the lowest of the compared OMol25 structures with the same formula, charge and spin is 22.5 kcal per mole.


# 2
Computed, not measured: a cluster of 2 separate species, C5H11FN2 in total at a distorted geometry, with ωB97M-V with the def2-TZVPD basis set.

XYZ file:
```
19
C5H11FN2 (ωB97M-V with the def2-TZVPD basis set)
C -0.751 -1.203 -1.327
C -0.051 -0.103 -1.018
C -0.064 -2.184 -2.269
C -1.521 0.847 0.805
C 1.939 0.966 2.684
N -0.448 0.926 -0.236
N 0.237 1.951 0.164
F 1.464 2.112 -0.535
H -1.865 -1.156 -1.118
H 0.948 -0.060 -1.365
H 0.849 -1.891 -2.551
H 0.010 -3.160 -1.891
H -0.607 -2.494 -3.117
H -1.727 1.787 1.266
H -2.383 0.658 0.286
H -1.378 0.111 1.683
H 2.030 -0.041 3.039
H 2.343 1.764 3.256
H 0.976 1.173 2.247
```

The orbital gap (alpha / beta) is 0.345 / 0.272 Ha. The total energy comes out at -11053.6514 eV. Its energy above the lowest of the compared OMol25 structures with the same formula, charge and spin is 168.9 kcal per mole.


# 3
Computed, not measured: a cluster of 2 separate species, C5H11FNO in total at a distorted geometry, with ωB97M-V with the def2-TZVPD basis set.

XYZ file:
```
19
C5H11FNO (ωB97M-V with the def2-TZVPD basis set)
C 0.287 -2.702 0.788
C 2.680 2.555 -1.700
C -0.305 -1.541 0.953
C 1.096 2.466 0.005
C -2.540 -0.676 0.431
N -1.170 -0.942 -0.061
O 2.077 2.952 -0.648
F 0.723 1.137 -0.265
H 0.183 -3.297 -0.101
H 0.920 -3.108 1.557
H 2.482 1.593 -2.154
H 3.394 3.235 -2.123
H -0.207 -0.935 1.840
H 0.969 2.709 1.043
H -3.008 -1.609 0.739
H -2.498 -0.002 1.285
H -3.139 -0.215 -0.352
H -0.732 -0.053 -0.360
H -1.209 -1.567 -0.878
```

The orbital gap (alpha / beta) is 0.286 / 0.296 Ha. The total energy comes out at -11607.2872 eV. Its net charge is +1. Its energy above the lowest of the compared OMol25 structures with the same formula, charge and spin is 88.2 kcal per mole.


# 4
Computed, not measured: a cluster of 2 separate species, C5H11IN in total at a distorted geometry, with ωB97M-V with the def2-TZVPD basis set.

XYZ file:
```
18
C5H11IN (ωB97M-V with the def2-TZVPD basis set)
C 0.292 -0.188 0.009
C -0.238 -1.489 0.555
C -0.909 -0.164 0.875
C 1.673 0.240 0.400
C -0.113 3.100 -0.354
N -0.821 -2.416 -0.431
I -2.920 0.162 0.269
H 0.180 0.123 -0.972
H 0.453 -1.962 1.385
H 2.086 -0.454 1.208
H 1.711 1.225 0.811
H 2.275 0.204 -0.568
H -0.718 2.128 -0.457
H 0.466 3.541 -1.209
H -0.482 3.790 0.519
H -0.290 -2.305 -1.333
H -1.819 -2.099 -0.559
H -0.827 -3.436 -0.148
```

The orbital gap (alpha / beta) is 0.343 / 0.243 Ha. The total energy comes out at -14941.3677 eV. Its net charge is +1. Its energy above the lowest of the compared OMol25 structures with the same formula, charge and spin is 136.4 kcal per mole.


Question: Look up the energy above the lowest of the compared OMol25 structures with the same formula, charge and spin of the fourth one.
Answer: 136.4 kcal per mole